[1]
Density functional theory data (wB97M-V/def2-TZVPD) for a structure of composition C19H29CaN5O3Te.

E_HOMO: -0.28805 Ha
frontier orbital gap: 7.762 eV
relative energy (zero: lowest compared OMol25 entry of this formula, charge and spin): 1.624 eV
calculated total energy: -2186.6679 a.u.

```
! wB97M-V def2-TZVPD RIJCOSX def2/J DEFGRID3
* xyz 0 1
Te 1.77 -2.14 1.84
C -4.55 0.62 -2.96
C -1.40 3.01 1.82
C 0.94 1.44 -0.20
C 1.72 3.96 -1.20
H 0.57 3.48 2.48
C 3.59 -1.07 1.93
C 0.21 1.44 2.89
H -2.73 1.96 -2.15
C 2.18 -3.36 3.52
O 0.58 0.25 0.27
N -2.93 -3.64 0.21
C 1.67 0.36 -2.42
C 2.64 -0.68 -1.86
H 2.95 -4.09 3.28
O -2.48 -0.51 -0.19
N -4.97 1.36 -3.75
H 2.27 2.89 -2.97
H 2.02 4.93 -1.57
C 0.34 -0.30 -2.82
H 2.24 -1.15 -0.97
H -1.54 3.91 1.22
C 1.49 1.56 -1.50
H -0.01 1.73 3.92
H -0.34 0.43 -3.26
H 2.83 -1.46 -2.60
C 1.86 2.82 -1.97
C -1.62 -3.51 0.48
H 0.51 -1.08 -3.56
H 4.41 -1.72 1.64
H 1.04 4.72 0.69
H 3.51 -0.23 1.24
C 0.77 2.60 0.59
H -0.15 -0.75 -1.96
N -0.74 -4.10 -0.35
C -4.48 -1.57 -1.80
N -2.45 1.46 -1.32
H 1.26 -3.87 3.80
O -1.21 -2.86 1.49
Ca -0.91 -0.76 1.04
H -1.85 3.18 2.80
H 1.20 0.99 2.85
H -3.55 -3.00 0.69
H -1.52 1.64 -0.99
H -0.52 0.68 2.63
C 1.17 3.84 0.07
C 0.08 2.65 1.96
H -1.96 2.21 1.33
C -2.96 0.21 -1.14
H 2.11 0.75 -3.33
C -4.02 -0.23 -1.95
H 3.60 -0.22 -1.60
H 0.23 -4.13 -0.07
H -3.26 -3.89 -0.71
H -1.04 -4.70 -1.10
H 2.50 -2.72 4.34
H 3.74 -0.70 2.95
N -4.81 -2.67 -1.69
*
```


[2]
Density functional theory data (wB97M-V/def2-TZVPD) for the molecule C19H29ClN2O4S.

E_HOMO: -0.33737 Ha
frontier orbital gap: 9.709 eV
SMILES: CCOCCCNC(=O)[C@H]1CC[C@H](CNS(=O)(=O)c2ccc(Cl)cc2)CC1
relative energy (zero: lowest compared OMol25 entry of this formula, charge and spin): 0.149 eV
calculated total energy: -2010.2666 a.u.

```
! wB97M-V def2-TZVPD RIJCOSX def2/J DEFGRID3
* xyz 0 1
C 6.59 -2.53 -0.51
C -7.03 -0.27 0.18
H 6.96 1.57 2.11
H 4.58 1.58 1.17
H 3.15 -0.13 0.88
C 2.06 1.10 -0.53
H -1.10 -1.42 0.49
H 6.26 3.17 0.30
H -1.19 -2.21 -1.10
H 0.41 -0.51 -2.00
C -5.22 1.09 -0.60
H 8.27 1.98 0.99
H 1.40 -1.99 0.47
C -6.57 0.77 -0.62
C -6.16 -0.98 1.00
H 3.59 -1.99 -0.67
C 7.32 1.46 1.08
H -1.98 0.09 -1.83
C 3.14 0.06 -0.20
C 0.38 -0.72 -0.92
C 0.67 0.58 -0.17
H -6.54 -1.78 1.61
H 7.27 -2.56 1.55
C 2.84 -1.24 -0.94
C -4.82 -0.65 1.01
H 6.28 -3.56 -0.64
H -4.12 -1.17 1.64
H 2.10 1.33 -1.60
C 7.53 -0.02 0.79
H 1.25 -2.68 -1.15
H 8.40 -0.40 1.36
C 6.44 -2.13 0.96
C -4.36 0.38 0.21
O -2.07 0.43 1.49
Cl -8.70 -0.68 0.15
H -7.26 1.32 -1.24
H 0.62 0.38 0.90
N -2.09 -0.36 -0.93
H 5.50 -2.51 1.36
S -2.61 0.76 0.21
H -0.08 1.33 -0.40
H 2.26 2.03 0.02
H 7.63 -2.44 -0.84
C 4.49 0.62 -0.62
O -2.44 2.09 -0.32
H 7.73 -0.16 -0.28
H 5.97 -1.89 -1.13
C 6.31 2.09 0.12
H 6.62 1.92 -0.91
O 6.37 -0.74 1.18
H -4.83 1.90 -1.19
H 2.92 -1.06 -2.01
C 1.45 -1.76 -0.59
C -1.01 -1.26 -0.58
O 5.03 0.35 -1.67
N 4.99 1.53 0.26
*
```


[3]
Density functional theory data (wB97M-V/def2-TZVPD) for the molecule C19H29FN2O5S.

E_HOMO: -0.35655 Ha
frontier orbital gap: 10.192 eV
SMILES: O=C(NC[C@H]1C[C@@H]2CC[C@H]1N2C(=O)[C@H]1CCS(=O)(=O)C1)[C@@H](F)C1CCOCC1
relative energy (zero: lowest compared OMol25 entry of this formula, charge and spin): 0.163 eV
calculated total energy: -1725.1932 a.u.

```
! wB97M-V def2-TZVPD RIJCOSX def2/J DEFGRID3
* xyz 0 1
C 5.19 -1.37 -0.90
H 2.20 -2.89 2.52
C 3.02 -1.84 0.20
C 3.08 -1.48 -2.28
O -1.60 2.02 -0.87
H -0.06 -1.41 2.96
C -5.81 1.19 0.03
H 5.52 -1.60 0.12
C 5.43 -2.55 -1.84
H -3.64 -0.04 -1.37
S 4.46 -2.09 -3.26
H -3.53 2.91 -1.90
O 4.08 -3.22 -4.06
H -6.52 3.06 0.82
O 2.81 -3.04 0.07
H 2.77 0.91 0.90
C 2.76 0.40 3.05
C 0.61 -1.39 2.10
H -5.68 4.06 -2.50
H 0.81 -0.55 -0.56
H 6.46 -2.68 -2.16
N -1.13 -0.02 0.00
O 5.10 -0.95 -3.87
C 0.82 0.04 1.52
C -6.79 2.35 0.04
N 2.82 -1.20 1.38
H 2.62 -0.67 -2.84
H -1.54 -0.84 0.43
H 3.81 0.68 3.12
H -5.81 0.71 1.01
H 0.22 -2.07 1.34
C -1.96 0.93 -0.46
C 0.31 0.18 0.09
F -3.63 -0.39 0.60
H -7.80 2.00 0.23
H 0.51 1.18 -0.30
H 2.17 1.18 3.52
O -6.83 3.01 -1.21
C -4.50 2.46 -1.65
H -6.14 0.44 -0.70
H 2.39 -2.31 -2.17
H 3.53 0.02 -0.78
H 5.75 -0.51 -1.26
H 1.79 -1.00 4.47
H 0.34 0.80 2.13
C 2.04 -1.82 2.46
C -5.56 3.55 -1.55
H 5.02 -3.48 -1.45
H 3.45 -1.42 4.07
H -4.05 2.36 0.45
C 2.53 -1.01 3.67
C -4.41 1.68 -0.34
H -5.26 4.29 -0.79
C -3.44 0.52 -0.46
H -4.77 1.78 -2.46
C 2.36 0.19 1.59
C 3.67 -1.05 -0.93
*
```